Record 1
13
Properties=species:S:1:pos:R:3 method="wB97M-V/def2-TZVPD" orbital_gap_ha=0.359 smiles="CC=O.CS" lumo_ev=0.8 e_homo_ev=-8.951 energy_ev=-16121.5694
C 0.464 -2.432 0.688
C 0.356 -1.860 -0.832
O -0.759 -1.387 -1.193
H -0.480 -2.171 1.211
H 0.473 -3.478 0.489
H 1.421 -2.074 0.920
H 1.228 -2.195 -1.557
C -1.160 1.613 0.691
S 0.603 1.932 0.259
H -1.458 0.472 0.506
H -1.764 2.132 0.022
H -1.481 1.739 1.660
H 0.526 1.819 -1.126

---

Record 2
30
Properties=species:S:1:pos:R:3 method="wB97M-V/def2-TZVPD" orbital_gap_ha=0.323 smiles="O=C(NCCCO)c1cc2ccccc2[nH]1" lumo_ev=0.5 e_homo_ev=-8.339 energy_ev=-19747.1053
O -1.530 -1.106 -1.318
C -0.938 -0.184 -0.774
N -1.578 0.953 -0.391
C -2.997 1.148 -0.589
C -3.856 0.774 0.629
C -4.333 -0.687 0.623
O -3.310 -1.627 0.779
C 0.502 -0.222 -0.512
C 1.296 -1.340 -0.462
C 2.614 -0.910 -0.166
C 3.832 -1.570 0.011
C 4.952 -0.819 0.282
C 4.888 0.576 0.380
C 3.702 1.255 0.214
C 2.565 0.502 -0.057
N 1.272 0.893 -0.248
H -1.124 1.576 0.258
H -3.283 0.539 -1.450
H -3.150 2.203 -0.839
H -4.741 1.411 0.647
H -3.287 0.957 1.544
H -4.899 -0.872 -0.302
H -5.006 -0.837 1.472
H -2.754 -1.623 -0.021
H 0.960 -2.346 -0.610
H 3.885 -2.645 -0.065
H 5.905 -1.307 0.422
H 5.792 1.128 0.592
H 3.654 2.331 0.290
H 0.971 1.848 -0.338

---

Record 3
127
Properties=species:S:1:pos:R:3 method="wB97M-V/def2-TZVPD" orbital_gap_ha=0.271 lumo_ev=-3.8 e_homo_ev=-11.210 energy_ev=-76372.1055 total_charge=+1
C 5.028 -1.746 0.547
C 3.878 -1.538 -0.113
C 2.524 -1.938 0.435
C 2.092 -3.208 -0.294
O 2.908 -4.282 0.038
N 3.449 -4.908 -1.193
O 3.511 -6.043 -1.072
N 0.634 -3.640 -0.038
C 0.569 -4.828 0.847
C -0.080 -5.933 0.506
C -0.148 -2.561 0.636
F -1.436 -2.965 0.714
C 0.028 -1.168 0.004
C -0.089 -1.203 -1.526
C -1.234 -2.021 -2.158
C -2.599 -1.314 -2.222
C -3.557 -1.810 -1.164
O -4.887 -1.379 -1.472
C -5.809 -1.747 -0.551
C -6.962 -0.795 -0.415
O -5.711 -2.758 0.095
N -0.995 -0.354 0.655
C -1.094 1.072 0.233
C -2.523 1.478 -0.161
C 1.491 -0.763 0.387
O 1.938 0.302 -0.439
C 2.619 1.335 0.198
O 3.777 1.516 -0.044
C 1.846 2.230 1.108
C 1.593 1.933 2.444
C 0.843 2.824 3.198
C 0.348 3.993 2.641
C 0.636 4.303 1.321
C 1.382 3.419 0.562
H 5.767 -0.952 0.528
H 5.282 -2.670 1.055
H 3.885 -1.092 -1.101
H 2.700 -2.199 1.480
H 2.195 -3.047 -1.370
H 0.215 -3.949 -0.920
H 1.070 -4.737 1.802
H -0.605 -6.477 1.281
H -0.071 -6.374 -0.485
H 0.222 -2.515 1.666
H 0.841 -1.617 -1.924
H -0.144 -0.199 -1.939
H -1.363 -3.019 -1.733
H -0.938 -2.178 -3.191
H -3.048 -1.584 -3.181
H -2.486 -0.231 -2.237
H -3.530 -2.903 -1.164
H -3.286 -1.513 -0.152
H -7.823 -1.401 -0.158
H -6.713 -0.132 0.408
H -7.131 -0.265 -1.348
H -0.755 -0.342 1.642
H -0.846 1.674 1.106
H -0.369 1.340 -0.528
H -2.609 1.778 -1.204
H -2.851 2.327 0.438
H -3.222 0.673 0.054
H 1.415 -0.386 1.409
H 1.965 1.015 2.880
H 0.632 2.577 4.230
H -0.250 4.634 3.276
H 0.277 5.219 0.876
H 1.613 3.657 -0.467
C 0.268 -5.135 -3.707
O -0.620 -4.206 -4.305
H 1.143 -4.577 -3.367
H -0.200 -5.636 -2.849
H 0.599 -5.894 -4.418
H -1.392 -4.691 -4.614
C -8.652 -0.651 3.432
O -7.602 -0.547 2.466
H -9.353 0.159 3.258
H -9.175 -1.605 3.325
H -8.250 -0.559 4.442
H -6.987 -1.267 2.630
C -9.609 3.036 4.162
O -9.465 2.266 5.355
H -10.103 2.417 3.416
H -10.214 3.923 4.357
H -8.629 3.339 3.788
H -9.027 2.830 5.998
C 4.088 6.622 -0.002
O 3.829 5.652 1.007
H 4.003 7.603 0.458
H 5.097 6.510 -0.408
H 3.361 6.545 -0.814
H 3.905 4.784 0.602
C 1.324 6.601 -2.981
O 1.076 5.631 -1.962
H 1.235 7.583 -2.524
H 2.331 6.491 -3.392
H 0.594 6.518 -3.788
H 1.153 4.767 -2.375
C 8.184 -2.121 -2.098
O 7.680 -2.978 -1.075
H 8.180 -1.103 -1.717
H 9.206 -2.398 -2.362
H 7.550 -2.175 -2.985
H 7.694 -3.872 -1.426
C -8.623 6.809 3.381
O -8.466 6.069 4.587
H -9.119 6.161 2.663
H -9.239 7.697 3.540
H -7.654 7.112 2.975
H -8.028 6.637 5.227
C 5.988 -4.048 -4.527
O 7.229 -4.662 -4.190
H 6.212 -3.127 -5.057
H 5.393 -4.695 -5.175
H 5.412 -3.810 -3.627
H 7.028 -5.479 -3.724
C -0.122 7.733 4.941
O -0.815 6.622 5.508
H -0.628 8.013 4.021
H -0.126 8.588 5.620
H 0.912 7.460 4.712
H -0.359 6.384 6.319
C 9.611 -7.685 -4.523
O 10.203 -6.452 -4.901
H 10.343 -8.468 -4.697
H 9.340 -7.688 -3.461
H 8.719 -7.897 -5.121
H 9.560 -5.750 -4.754